DFT (the ωB97M-V functional and the def2-TZVPD basis) results for an isolated molecule of ClH3NOPS.

Results
LUMO level: 0.462 eV
Highest occupied orbital energy: -9.24 eV
Net charge: 0

Each atom is followed by the atoms it is bonded to, with distances in Å.
CARTESIAN COORDINATES (ANGSTROEM)
1 N -0.31932 0.00185 1.29270  P2 1.804, H6 1.084, H7 1.048
2 P 0.30469 -0.01920 -0.40016  N1 1.804, O3 1.556, S4 1.951, Cl5 2.072
3 O -0.72610 -0.65409 -1.37767  P2 1.556, H8 0.880
4 S 2.13296 -0.69076 -0.50674  P2 1.951
5 Cl -0.10255 1.94074 -0.93341  P2 2.072
6 H 0.29105 0.53126 2.01578  N1 1.084
7 H -0.22002 -1.01293 1.53284  N1 1.048
8 H -1.36070 -0.09687 -1.62334  O3 0.880